12
Properties=species:S:1:pos:R:3:forces:R:3:lowdin_spin:R:1 method="wB97M-V/def2-TZVPD" homo_ev="-20.0274 / -21.1183" total_energy_ev=-12143.91166 max_force_ev_per_a=9.4 charge=+2 de_lowest_kj_mol=343.8 lumo_energy_ev="-11.4 / -13.2" multiplicity=5
H 1.6229 -2.2281 -0.1886 0.8584 0.4358 1.5566 0.0268
O -0.8143 -1.0717 -0.3582 2.9343 -1.5332 -2.4880 0.1210
C 0.4378 -0.9401 -0.8845 -5.6009 2.1657 4.3777 0.5924
C -1.1275 0.0183 0.5186 -0.2965 0.8092 0.4652 0.0316
O 1.4486 -1.3251 0.2423 -2.9883 -6.2693 -3.0319 0.3205
O 0.6812 0.5405 -0.8037 -1.2000 -1.3388 -2.3983 0.2596
C -0.4616 1.1782 -0.1919 -1.9260 1.0801 0.1900 0.0384
H -0.7043 -0.1541 1.5188 -0.0985 -0.2770 -0.2676 0.0060
H -2.2158 0.1080 0.5853 0.2529 -0.0600 -0.0714 0.0001
H -0.1264 1.9775 0.4765 0.1050 -0.1473 -0.2097 0.0059
H -1.0935 1.5954 -0.9858 0.3389 -0.1163 0.0491 0.0042
Ir 2.3529 0.3011 0.0710 7.6207 5.2510 1.8284 2.5936